Density functional theory data (ωB97M-V/def2-TZVPD) for 2 unconnected molecules or ions with the total composition CHCl2N.

CARTESIAN COORDINATES (ANGSTROEM)
C  -1.309  0.277  -0.007
N  -0.713  -0.704  0.214
Cl  -2.118  1.599  -0.492
Cl  2.478  -0.415  -0.325
H  1.662  -0.757  0.610

Output
E_LUMO (alpha / beta)   0.44 / -4.28 eV
Multiplicity   3
HOMO level (alpha / beta)   -5.93 / -11.41 eV
Expectation value of S²   2.005